No. 1
C71H164F10N13O24S10 | wB97M-V/def2-TZVPD

Summary:
Spin multiplicity: 1
Highest occupied orbital energy in eV: -9.157
Strongest force on any atom in eV/Å: 11.8
DFT total energy in hartree: -10299.9662
Frontier orbital gap in eV: 4.60
M in u: 2094.8
LUMO energy in eV: -4.56
Net charge: +3

Geometry (Å):
C: -3.43765 7.82405 1.61143
C: -4.84720 7.24480 1.50085
N: -5.72277 7.77750 0.44501
C: -5.95349 9.30919 0.61927
C: -5.06570 7.60233 -0.98915
C: -4.91333 6.17146 -1.42108
C: -7.08093 7.12198 0.46090
C: -7.84237 7.11499 1.79631
O: -8.22432 8.41295 2.22981
C: -9.20538 8.37752 3.33721
H: -3.48184 8.90603 1.73578
H: -2.78481 7.37158 0.86499
H: -2.92644 7.37647 2.46374
H: -5.49825 7.42556 2.35616
H: -4.79524 6.16139 1.39307
H: -6.64058 9.61511 -0.16968
H: -4.99566 9.76466 0.36786
H: -6.27469 9.48517 1.64589
H: -4.19522 8.24618 -1.11486
H: -5.81022 8.00079 -1.67836
H: -4.70808 5.54702 -0.55156
H: -4.08346 6.04099 -2.11562
H: -5.89228 5.76801 -1.67989
H: -6.93483 6.06954 0.21776
H: -7.59096 7.54611 -0.40402
H: -7.39639 6.58622 2.63869
H: -8.71416 6.52683 1.50968
H: -9.41420 9.34766 3.78813
H: -8.82638 7.82507 4.19700
H: -10.13658 7.86307 3.09993
C: 9.93701 4.64338 -6.01173
C: 8.41693 5.01557 -6.24379
N: 8.10603 5.40105 -7.68518
C: 8.58299 4.27427 -8.63942
C: 6.56265 5.71720 -7.91510
C: 5.73218 4.45288 -8.10623
C: 8.87785 6.73128 -7.99177
C: 8.51173 8.11365 -7.40199
O: 7.95281 8.01407 -6.11632
C: 7.01663 8.98094 -5.78862
H: 10.50234 5.57215 -5.93494
H: 10.42985 4.00288 -6.74315
H: 10.13467 4.13169 -5.06982
H: 8.05833 5.74385 -5.51638
H: 7.83843 4.10499 -6.08795
H: 8.19023 3.41283 -8.09927
H: 9.67065 4.32762 -8.68687
H: 8.10314 4.46613 -9.59913
H: 6.65976 6.39977 -8.75936
H: 6.22696 6.40035 -7.13490
H: 4.71204 4.80284 -8.26413
H: 5.88665 3.84927 -7.21186
H: 5.92909 3.79331 -8.95139
H: 8.74055 6.96039 -9.04854
H: 9.92667 6.47253 -7.84640
H: 7.72038 8.48957 -8.05049
H: 9.30313 8.86015 -7.46920
H: 6.05038 8.82543 -6.26850
H: 7.29485 10.00988 -6.01662
H: 6.71862 8.91442 -4.74225
C: 4.46279 -1.32014 -12.69268
C: 3.51464 -1.81240 -11.50883
N: 1.92672 -1.78294 -11.88695
C: 1.62319 -2.58521 -13.15827
C: 0.99608 -2.29013 -10.73785
C: 1.32257 -3.74282 -10.36085
C: 1.48078 -0.40050 -12.36993
C: 2.05054 0.78568 -11.48029
O: 1.71153 0.58763 -10.09129
C: 0.31321 0.88817 -9.83990
H: 4.57261 -1.95787 -13.56980
H: 5.44606 -0.99648 -12.35130
H: 4.06306 -0.38003 -13.07282
H: 3.71894 -1.09444 -10.71454
H: 3.85255 -2.75133 -11.07029
H: 2.02902 -3.59000 -13.04076
H: 2.21036 -2.21903 -14.00043
H: 0.57685 -2.61629 -13.46210
H: -0.01626 -2.16926 -11.12341
H: 1.01050 -1.67834 -9.83584
H: 0.62523 -4.26148 -9.70297
H: 2.31301 -3.75506 -9.90590
H: 1.30526 -4.39599 -11.23330
H: 0.39204 -0.35122 -12.38746
H: 1.79045 -0.07362 -13.36258
H: 1.61969 1.70961 -11.86605
H: 3.13798 0.83195 -11.53881
H: -0.43025 0.11739 -10.04302
H: -0.05211 1.81508 -10.28203
H: 0.19876 1.11869 -8.78071
C: 10.09746 -0.01264 2.28052
C: 9.82970 -0.96601 1.21282
O: 10.61735 -1.95367 0.95555
N: 8.35309 -0.80513 0.64458
H: 7.76457 -1.29628 1.30224
H: 8.07519 0.15741 0.77258
C: 8.20987 -1.22785 -0.80111
H: 11.06853 -0.20051 2.73858
H: 9.32699 -0.08083 3.04852
H: 9.98854 0.90846 1.70798
H: 8.33813 -2.29899 -0.95704
H: 8.99249 -0.59063 -1.21290
H: 7.22853 -1.01237 -1.22379
C: -0.69175 -7.66502 6.63080
C: 0.60593 -7.33556 7.43742
C: 1.22609 -8.54812 8.10850
C: 2.44274 -8.24697 8.98960
N: 3.58977 -9.22924 8.74590
C: 4.34409 -8.77498 7.48183
C: 5.83480 -8.67723 7.86094
C: 5.95171 -9.30420 9.23060
C: 4.58114 -9.12616 9.87972
C: 3.14749 -10.71991 8.55749
C: 2.33728 -11.44367 9.68919
C: 2.46138 -13.01362 9.76065
H: -0.83096 -6.70559 6.13259
H: -1.58732 -7.96018 7.17755
H: -0.47608 -8.31545 5.78314
H: 0.46262 -6.66827 8.28730
H: 1.34518 -6.85053 6.79997
H: 1.58295 -9.09172 7.23372
H: 0.58376 -9.35016 8.47215
H: 2.24725 -8.37095 10.05474
H: 2.92606 -7.27014 8.97201
H: 4.19318 -9.48503 6.66872
H: 4.16320 -7.76300 7.11951
H: 6.48660 -9.15580 7.13002
H: 5.99289 -7.60600 7.98570
H: 6.02605 -10.37918 9.06636
H: 6.71142 -8.95201 9.92839
H: 4.34389 -9.89506 10.61497
H: 4.45114 -8.25475 10.52147
H: 4.15778 -11.12865 8.57607
H: 2.60581 -10.85787 7.62173
H: 1.27901 -11.18530 9.72671
H: 2.64970 -11.10927 10.67847
H: 3.46369 -13.32845 10.05108
H: 2.27278 -13.31859 8.73132
H: 1.69771 -13.62999 10.23499
C: -5.82695 -1.61375 12.75416
C: -5.44637 -0.20032 12.22563
C: -6.33661 0.03034 10.98953
C: -5.94671 1.28921 10.23849
N: -6.07284 1.34657 8.64854
C: -5.28040 2.55067 8.12994
C: -6.14750 3.75944 8.50240
C: -7.55086 3.24916 8.28585
C: -7.53753 1.67338 8.32153
C: -5.54586 0.03465 7.94806
C: -4.10036 -0.41476 8.20792
C: -3.79967 -1.78349 7.64438
H: -5.42337 -2.37614 12.08784
H: -6.90758 -1.72851 12.83882
H: -5.42963 -1.84835 13.74168
H: -4.40194 -0.18380 11.91420
H: -5.42511 0.52871 13.03566
H: -7.41481 0.02162 11.14923
H: -6.23049 -0.87512 10.39206
H: -4.88613 1.42304 10.45147
H: -6.50117 2.14432 10.62510
H: -5.28343 2.29649 7.06999
H: -4.37305 2.54584 8.73391
H: -5.88414 4.50893 7.75607
H: -6.09386 4.18024 9.50647
H: -7.96809 3.67319 7.37249
H: -8.24944 3.64844 9.02115
H: -7.72535 1.38630 7.28692
H: -8.14525 1.13934 9.05200
H: -5.69933 0.21078 6.88339
H: -6.36009 -0.65110 8.18233
H: -3.74555 -0.26991 9.22833
H: -3.58790 0.29592 7.55952
H: -4.21574 -2.57243 8.27092
H: -2.73884 -1.91840 7.43332
H: -4.20931 -1.90402 6.64150
C: -0.81563 -3.19501 1.33688
C: 0.46173 -3.28237 0.49209
C: 1.04487 -1.95712 0.14673
C: 0.10694 -0.80450 -0.25657
N: 0.75358 0.58955 -0.38601
C: 1.98486 0.73758 -1.36974
C: 1.28686 0.90319 -2.74174
C: -0.22854 1.37233 -2.52204
C: -0.23138 1.59016 -1.02787
C: 1.16417 1.20979 1.03424
C: 0.01421 1.62735 1.91426
C: 0.42177 1.78963 3.37840
H: -1.39665 -4.11144 1.44020
H: -1.53359 -2.44720 1.00010
H: -0.51328 -2.90092 2.34196
H: 0.21724 -3.83264 -0.41650
H: 1.28011 -3.77392 1.01814
H: 1.65774 -2.23665 -0.71021
H: 1.66773 -1.71522 1.00792
H: -0.79129 -0.61619 0.33149
H: -0.35678 -0.99746 -1.22395
H: 2.68110 1.54608 -1.14686
H: 2.63373 -0.13642 -1.31317
H: 1.84094 1.65936 -3.29789
H: 1.37997 0.01098 -3.36093
H: -0.61499 2.24430 -3.04971
H: -0.94237 0.58096 -2.75072
H: 0.14083 2.59368 -0.82171
H: -1.18969 1.40556 -0.54242
H: 1.77657 2.07994 0.79782
H: 1.78419 0.40807 1.43537
H: -0.65460 0.78219 1.75148
H: -0.42808 2.57510 1.60724
H: 0.90862 0.91340 3.80654
H: -0.44671 2.05383 3.98175
H: 1.12255 2.59830 3.58591
C: -3.18527 -5.19515 -4.80475
C: -3.96530 -5.68718 -3.59916
C: -5.38132 -6.19349 -3.93254
C: -6.61823 -5.14221 -4.13878
N: -8.01294 -5.82222 -4.47627
C: -7.87544 -6.49623 -5.84602
C: -7.94976 -5.38613 -6.85711
C: -9.16431 -4.66238 -6.36776
C: -8.99433 -4.60505 -4.86360
C: -8.51287 -6.82533 -3.35155
C: -8.50152 -6.18584 -1.91209
C: -9.09091 -7.19563 -0.92510
H: -2.43150 -4.48608 -4.46248
H: -3.92509 -4.67675 -5.41470
H: -2.59005 -5.97451 -5.28057
H: -3.97284 -4.94573 -2.80023
H: -3.36541 -6.51110 -3.21265
H: -5.71044 -6.97269 -3.24506
H: -5.23869 -6.68260 -4.89614
H: -6.40891 -4.57657 -5.04672
H: -6.76594 -4.52018 -3.25597
H: -8.70543 -7.19227 -5.96747
H: -6.98785 -7.12370 -5.76503
H: -8.22859 -5.72900 -7.85351
H: -7.07170 -4.74574 -6.94083
H: -10.01085 -5.33761 -6.49239
H: -9.37630 -3.67397 -6.77545
H: -9.87745 -4.69168 -4.23059
H: -8.46344 -3.69967 -4.56944
H: -8.00099 -7.78722 -3.32246
H: -9.53826 -7.12506 -3.56797
H: -9.09309 -5.27202 -1.96751
H: -7.49861 -5.88219 -1.61198
H: -9.98477 -7.69285 -1.30178
H: -9.27764 -6.69248 0.02362
H: -8.38316 -7.99959 -0.72300
N: 7.37425 3.00105 0.82421
S: 7.60806 4.18272 -0.00919
O: 8.56104 5.19855 0.47736
O: 6.50949 4.63240 -0.87852
F: 8.45145 3.33510 -1.10606
S: 6.99263 3.90012 2.26069
O: 6.10048 5.08782 2.20447
O: 8.03284 3.84296 3.27666
F: 5.94296 2.82722 2.73571
N: 5.95219 -3.22708 3.24989
S: 5.14704 -3.36459 4.53238
O: 5.81349 -3.90442 5.70424
O: 3.70825 -3.62403 4.37818
F: 5.24155 -1.83744 4.99237
S: 5.78902 -4.86716 2.76422
O: 5.18732 -5.04792 1.45851
O: 5.64836 -5.92244 3.74227
F: 7.35811 -5.03156 2.37692
N: -5.06828 1.40821 -8.63475
S: -5.07210 2.51725 -7.59322
O: -3.89455 2.77283 -6.80114
O: -6.32907 2.94199 -7.08704
F: -4.87959 3.76172 -8.57808
S: -5.23287 0.24310 -7.47671
O: -6.52472 0.06959 -6.82143
O: -3.94343 -0.05260 -6.77906
F: -5.16513 -1.03837 -8.44183
N: 1.34266 8.67318 -1.77570
S: 1.37418 7.71811 -3.18759
O: 0.47689 6.53561 -3.26177
O: 2.55241 7.86107 -4.08270
F: 0.42688 8.63267 -4.04833
S: 2.10939 7.69519 -0.97442
O: 3.55997 7.94868 -0.89469
O: 1.72424 6.31180 -0.76832
F: 1.56674 8.38811 0.44355
N: 2.80945 9.00322 8.51315
S: 3.10471 8.18689 6.99741
O: 4.08747 7.10385 7.00884
O: 2.90124 8.93438 5.76252
F: 1.71540 7.38109 7.12736
S: 3.95844 10.03454 8.09795
O: 3.54603 11.08135 7.20620
O: 5.30968 9.44537 8.05977
F: 3.95310 10.93775 9.46751

Löwdin atomic charge list, values in e, 2 entries: C -0.02; C -0.20



No. 2
C42H42BF3O2 | wB97M-V/def2-TZVPD

Summary:
Spin multiplicity: 1
Highest occupied orbital energy in eV: -6.105
Strongest force on any atom in eV/Å: 2.4
DFT total energy in hartree: -2100.5998
Frontier orbital gap in eV: 4.90
M in u: 646.6
LUMO energy in eV: -1.21

Geometry (Å):
C: 3.65505 -3.06647 2.10779
C: 2.41963 -3.39684 2.68566
C: 1.40284 -2.44502 2.76616
C: 1.59965 -1.13768 2.25397
C: 0.53135 -0.14801 2.26728
C: -0.82494 -0.56664 2.28627
C: -1.86630 0.16762 2.85260
C: -3.27380 -0.18745 2.68796
C: -4.27746 0.81156 2.68723
C: -5.60322 0.45716 2.50733
C: -5.94879 -0.88513 2.29837
C: -4.96310 -1.88156 2.31931
C: -3.63309 -1.53970 2.54518
C: 0.87235 1.26852 2.37292
C: 0.09685 2.24709 1.72436
C: 0.48734 3.58703 1.72677
C: 1.62126 3.99815 2.43905
C: 2.34853 3.05638 3.17914
C: 1.97921 1.71155 3.15434
C: 2.87320 -0.80778 1.72774
C: 3.88140 -1.76391 1.63552
H: 4.44055 -3.81304 2.00061
H: 2.25281 -4.41388 3.05320
H: 0.44527 -2.70870 3.22809
H: -1.01730 -1.59858 2.00092
H: -1.65345 1.20266 3.18706
H: -3.99086 1.85437 2.84573
H: -6.37746 1.22309 2.52075
H: -6.96628 -1.15838 2.02881
H: -5.21514 -2.93094 2.15480
H: -2.85597 -2.30480 2.64487
H: -0.77397 1.92373 1.15048
H: -0.09206 4.30495 1.14490
H: 1.94890 5.04063 2.38684
H: 3.23713 3.36562 3.74068
H: 2.58079 0.99218 3.72025
H: 3.03109 0.20136 1.34506
H: 4.83053 -1.48540 1.17786
C: -3.10322 2.48186 10.75352
C: -1.83268 1.77822 10.36316
C: -0.61930 2.31565 11.18985
C: -1.88794 0.15898 10.26580
C: -1.40236 -0.57364 11.49815
C: -3.26511 -0.34961 9.83843
O: -0.94980 -0.14762 9.21049
B: -0.64033 1.11191 8.72301
C: 0.75761 1.44716 8.17113
C: 1.05799 2.77864 7.81366
C: 2.34670 3.13129 7.41958
C: 3.33640 2.15723 7.37425
C: 4.71688 2.49489 6.88057
F: 5.68792 1.92411 7.64288
F: 4.90958 2.04653 5.59758
F: 4.96580 3.83330 6.85702
C: 3.07148 0.84296 7.74394
C: 1.78827 0.48204 8.14863
C: -1.87582 0.20933 5.40835
C: -0.43317 0.46813 5.40667
C: -2.83387 1.18082 5.75529
C: -4.16398 0.76451 6.08854
C: -5.25400 1.64098 6.06416
C: -5.03065 3.02088 5.82447
C: -3.69597 3.49067 5.76697
C: -2.62522 2.59206 5.77249
O: -1.55874 2.14054 8.99580
H: -3.40638 2.26689 11.77608
H: -2.97666 3.56213 10.66254
H: -3.91270 2.19217 10.09111
H: -0.74794 2.23721 12.27581
H: 0.33818 1.82847 10.92988
H: -0.49680 3.38688 10.96833
H: -1.99169 -0.34968 12.39246
H: -1.46851 -1.64967 11.32770
H: -0.35123 -0.34159 11.68037
H: -4.03377 -0.21898 10.61050
H: -3.61865 0.13177 8.91483
H: -3.21440 -1.42709 9.63740
H: 0.27683 3.53605 7.82866
H: 2.57261 4.14225 7.10985
H: 3.86358 0.09873 7.66672
H: 1.58994 -0.56014 8.42622
H: -2.16030 -0.80892 5.74096
H: 0.09052 0.03801 6.25836
H: 0.08537 -0.01577 4.58481
H: -0.18117 1.53871 5.33665
H: -4.31738 -0.28624 6.31933
H: -6.27977 1.27604 6.21643
H: -5.87783 3.73228 5.86235
H: -3.51360 4.57421 5.69045
H: -1.60077 2.95694 5.79373

Löwdin atomic charge list, values in e, 2 entries: C -0.09; C -0.08